Entry 1:
Molecular formula: C42H93N8O8S
Method: DFT, ωB97M-V/def2-TZVPD

## Properties
* Kohn-Sham gap: 0.238 Ha
* net charge: +1
* LUMO energy: -0.11815 Ha

Atoms and positions in Å:
C 5.8068 -3.2009 -2.3104
C 4.8527 -2.7346 -2.9273
N 3.7484 -1.8551 -3.2448
S 2.1794 -2.3188 -2.6405
C 3.9329 -0.7270 -3.9654
N 2.8469 0.1815 -4.2449
C 3.5492 1.1866 -4.9578
C 2.9891 2.5613 -5.5520
C 3.5215 3.7066 -4.5760
C 2.9962 5.1793 -4.8909
C 1.4585 5.3205 -5.2792
C 0.4788 5.6453 -4.0672
C 0.5828 4.6552 -2.8231
C -0.8232 3.9371 -2.4718
C -0.5389 2.3784 -2.1681
C -1.8646 1.4728 -2.3802
C -1.3479 0.0219 -2.8400
C -1.8578 -0.4168 -4.2799
C -0.9799 0.2083 -5.4792
C -1.3891 1.7171 -5.8219
C -2.8843 1.8835 -6.3565
N 4.9204 0.8595 -5.1194
N 5.1686 -0.3336 -4.4985
H 6.5953 -3.5984 -1.6070
H 1.6639 -1.2301 -1.9346
H 3.2717 2.6907 -6.6374
H 1.8575 2.4872 -5.4125
H 4.6605 3.7398 -4.7182
H 3.3833 3.4056 -3.4814
H 3.1417 5.7853 -3.9292
H 3.6863 5.6597 -5.6550
H 1.3905 6.2187 -5.9868
H 1.0196 4.4487 -5.8508
H -0.5851 5.5307 -4.4773
H 0.5359 6.7337 -3.7243
H 1.3347 3.8203 -2.9405
H 0.9048 5.2948 -1.9304
H -1.2400 4.3946 -1.5251
H -1.5339 3.9687 -3.3536
H -0.2304 2.2856 -1.0701
H 0.2736 1.9939 -2.8609
H -2.3855 1.3751 -1.3811
H -2.5348 1.9602 -3.1615
H -0.2108 -0.0622 -2.7707
H -1.7628 -0.7491 -2.1032
H -2.9668 -0.2314 -4.4336
H -1.7109 -1.5471 -4.3702
H 0.1280 0.2016 -5.1970
H -1.1636 -0.4099 -6.4130
H -0.6743 2.1135 -6.6062
H -1.2671 2.3830 -4.9064
H -3.4891 2.5945 -5.6966
H -3.4701 0.9156 -6.4015
H -2.8111 2.3219 -7.4080
H 5.6137 1.4256 -5.6186
H 6.0807 -0.8049 -4.4688
C -5.7354 -3.6119 3.0150
O -4.6092 -4.4659 3.1366
C -4.4197 -5.3835 2.0562
C -3.3572 -4.8941 1.0651
N -3.8175 -3.7587 0.2670
C -2.7546 -2.9477 -0.3477
C -1.5301 -2.5050 0.4723
O -1.7633 -1.4845 1.4330
C -2.5376 -1.8739 2.5535
H -5.9519 -3.2000 3.9943
H -5.5217 -2.7769 2.3445
H -6.6088 -4.1566 2.6444
H -5.3660 -5.6290 1.5656
H -4.0416 -6.3028 2.5103
H -3.1009 -5.7161 0.3886
H -2.4688 -4.6562 1.6533
H -4.3920 -3.1475 0.8322
H -3.2451 -2.0440 -0.7258
H -2.3967 -3.4988 -1.2260
H -0.8229 -2.0713 -0.2406
H -1.0048 -3.3474 0.9344
H -2.2367 -2.8492 2.9424
H -3.5912 -1.8589 2.2803
H -2.3999 -1.1334 3.3425
C -2.7397 -11.8590 4.2603
O -4.0223 -12.3519 3.9081
C -4.9936 -12.3275 4.9556
C -5.9390 -11.1263 4.8408
N -5.2805 -9.8635 5.1694
C -5.9411 -8.6536 4.6501
C -6.4277 -8.5880 3.1915
O -5.4119 -8.4644 2.2034
C -4.6034 -9.6122 2.0227
H -2.0309 -12.2064 3.5170
H -2.7244 -10.7673 4.2478
H -2.4363 -12.2121 5.2502
H -4.5227 -12.3943 5.9412
H -5.5977 -13.2298 4.8213
H -6.7790 -11.2717 5.5279
H -6.3344 -11.1372 3.8235
H -4.3273 -9.8707 4.8313
H -5.2310 -7.8336 4.8029
H -6.7965 -8.4500 5.3043
H -7.0226 -7.6752 3.1065
H -7.1067 -9.4079 2.9366
H -5.1926 -10.5317 2.0038
H -3.8437 -9.6386 2.8026
H -4.0812 -9.5204 1.0692
C 7.0298 2.1208 0.4013
O 7.1688 3.2061 1.3009
C 8.0738 4.2317 0.8851
C 7.3449 5.4361 0.2787
N 6.7796 5.1427 -1.0375
C 5.6984 6.0431 -1.4747
C 4.5505 6.4148 -0.5197
O 3.6011 5.3868 -0.2644
C 4.0777 4.3051 0.5129
H 6.5855 1.2920 0.9413
H 6.3579 2.3790 -0.4210
H 7.9984 1.8163 -0.0069
H 8.8501 3.8373 0.2221
H 8.5691 4.5778 1.7969
H 8.0544 6.2635 0.1780
H 6.5836 5.7354 1.0011
H 6.4276 4.1948 -1.0606
H 5.2569 5.5752 -2.3621
H 6.1723 6.9706 -1.8157
H 3.9861 7.2107 -1.0114
H 4.9075 6.8443 0.4217
H 4.6726 4.6420 1.3649
H 4.6414 3.6276 -0.1278
H 3.2204 3.7473 0.8933
C -2.2117 4.7563 5.5589
O -1.0978 3.8878 5.6972
C -0.9023 2.9710 4.6208
C 0.1822 3.4451 3.6461
N -0.2495 4.5859 2.8412
C 0.8358 5.3822 2.2418
C 2.0557 5.8080 3.0791
O 1.8231 6.8338 4.0341
C 1.0263 6.4593 5.1423
H -2.4386 5.1692 6.5352
H -1.9766 5.5893 4.8936
H -3.0858 4.2231 5.1735
H -1.8446 2.7390 4.1145
H -0.5428 2.0453 5.0808
H 0.4373 2.6190 2.9733
H 1.0647 3.6704 4.2477
H -0.8239 5.2056 3.3971
H 0.3634 6.2910 1.8544
H 1.1982 4.8242 1.3704
H 2.7788 6.2290 2.3761
H 2.5617 4.9582 3.5502
H 1.3063 5.4802 5.5380
H -0.0231 6.4897 4.8527
H 1.1629 7.1992 5.9318

---

Entry 2:
Molecular formula: C16H15CuN3O3
Method: DFT, ωB97M-V/def2-TZVPD

## Properties
* Kohn-Sham gap: 0.274 Ha
* net charge: +1
* LUMO energy: -0.11602 Ha

Atoms and positions in Å:
Cu 0.4307 0.4189 0.5472
O -1.0314 -0.8810 -1.7450
C -0.6996 -0.7865 -2.9197
O 0.9085 0.9132 -1.1550
C 0.9110 0.9891 -2.3973
O 1.5912 1.9471 -3.0063
N 0.3171 0.1398 -3.3014
C 1.6035 1.6735 -4.4465
C 0.6693 0.5222 -4.6799
H 2.6283 1.4061 -4.7239
H 1.2781 2.5780 -4.9662
H 1.1558 -0.3149 -5.1905
H -0.2366 0.8364 -5.2119
C -1.2638 -1.5426 -4.0439
C -2.4148 -2.2303 -3.9032
H -0.7261 -1.5249 -4.9983
H -3.0131 -2.1074 -2.9994
H -2.7617 -2.8857 -4.7060
C -2.3033 2.5961 2.8704
C -1.9603 2.1900 4.1659
C -1.0119 1.1797 4.3332
C -0.3688 0.6543 3.2093
N -0.6502 1.1196 1.9519
C -1.6510 2.0104 1.7795
C 0.5951 -0.4259 3.1992
C 1.0531 -1.1345 4.3140
C 1.9495 -2.1883 4.1314
C 2.3056 -2.5612 2.8299
C 1.7894 -1.8364 1.7492
N 1.0145 -0.7444 1.9331
H -3.0558 3.3535 2.6763
H -2.4340 2.6548 5.0326
H -0.7219 0.7615 5.2999
H -1.9037 2.2443 0.7512
H 0.6773 -0.8091 5.2877
H 2.3648 -2.7191 4.9905
H 2.9737 -3.3919 2.6239
H 1.9915 -2.1043 0.7180

---

Entry 3:
Molecular formula: C4H5O2P
Method: DFT, ωB97M-V/def2-TZVPD

## Properties
* Kohn-Sham gap: 0.363 Ha
* LUMO energy: 0.01597 Ha

Atoms and positions in Å:
C 1.1413 -0.1172 -1.1640
C 0.3838 -0.0897 -0.0721
C 0.4669 1.0958 -1.6305
C -0.5430 1.0111 -0.3960
O 0.5470 1.8029 -2.6250
O 0.2520 -0.9842 0.9369
P -0.8601 -1.0680 2.1736
H 1.8886 -0.7546 -1.6712
H -1.4853 0.7903 -0.8071
H -0.6739 1.8067 0.1929
H 0.0855 -1.1062 3.2048
H -1.2029 -2.3868 1.8576

---

Entry 4:
Molecular formula: C28H20CaF9N2PS4Sb
Method: DFT, ωB97M-V/def2-TZVPD

## Properties
* Kohn-Sham gap (spin up / spin down): 0.280 / 0.205 Ha
* LUMO energy (spin up / spin down): -0.01030 / -0.08410 Ha
* 2S+1: 2

Atoms and positions in Å:
Ca -1.5598 -0.3218 1.1124
S -5.7676 -0.7795 1.0948
Sb -4.4674 -0.6818 -0.8966
S -2.8841 -2.2880 -0.0358
S -3.0152 1.1944 -0.4216
N -3.6537 -2.1573 3.3925
C -3.1004 -0.9723 3.6920
S -1.4021 -0.8910 3.8116
N -3.9585 0.0357 3.8819
C -3.8119 1.4078 4.2012
C -2.6395 2.0061 4.6521
C -2.6354 3.3640 4.9426
C -3.7804 4.1274 4.7924
C -4.9484 3.5258 4.3474
C -4.9673 2.1759 4.0537
H -3.0359 -2.8903 3.0939
H -4.6024 -2.1949 3.0434
H -4.8940 -0.1749 3.5543
H -1.7469 1.4226 4.7912
H -1.7219 3.8244 5.2956
H -3.7659 5.1846 5.0217
H -5.8499 4.1116 4.2272
H -5.8744 1.7108 3.6865
F 7.8411 0.2700 -1.3425
C 7.3308 -0.6151 -0.4706
F 7.8253 -1.8280 -0.7888
F 7.8186 -0.3037 0.7491
C 5.8286 -0.6202 -0.4705
C 5.1716 -1.5843 0.2837
C 3.7899 -1.5878 0.3219
C 3.0573 -0.6429 -0.3968
C 3.7274 0.3166 -1.1471
C 5.1145 0.3274 -1.1856
P 1.2259 -0.7758 -0.3008
C 0.9523 -2.0240 -1.6133
C 0.2377 -3.1705 -1.2780
C 0.0151 -4.1620 -2.2193
C 0.5217 -4.0058 -3.5004
C 1.2581 -2.8799 -3.8418
C 1.4781 -1.8928 -2.8969
C 0.2747 -5.0956 -4.5054
F 0.6993 -4.7634 -5.7365
F -1.0351 -5.3923 -4.5969
F 0.9111 -6.2338 -4.1559
C 0.7081 0.8142 -1.0444
C 0.8830 1.9370 -0.2279
C 0.4373 3.1810 -0.6345
C -0.1987 3.3032 -1.8635
C -0.3830 2.1994 -2.6783
C 0.0623 0.9531 -2.2667
C -0.6942 4.6445 -2.3247
F -0.7841 5.5246 -1.3117
F 0.1444 5.1808 -3.2421
F -1.9016 4.5599 -2.9020
H 5.7438 -2.3161 0.8388
H 3.2677 -2.3320 0.9123
H 3.1736 1.0619 -1.7030
H 5.6377 1.0716 -1.7697
H -0.1525 -3.2901 -0.2770
H -0.5602 -5.0423 -1.9652
H 1.6607 -2.7810 -4.8405
H 2.0669 -1.0224 -3.1591
H 1.3809 1.8314 0.7316
H 0.5712 4.0502 -0.0061
H -0.9056 2.3078 -3.6190
H -0.1191 0.0880 -2.8894

---

Entry 5:
Molecular formula: C36H67BO14
Method: DFT, ωB97M-V/def2-TZVPD

## Properties
* Kohn-Sham gap: 0.324 Ha
* LUMO energy: -0.00519 Ha
* SMILES: COCCCC1=C(OB(O)O)C(=O)OC1=O.C1CCOC1.C1CCOC1.C1CCOC1.C1CCOC1.C1CCOC1.C1CCOC1.C1CCOC1

Atoms and positions in Å:
C 0.5162 0.3875 2.3958
O 1.4060 1.1297 1.5946
C 0.7727 2.1199 0.8171
C 1.0825 1.9384 -0.6576
C 0.9758 0.4938 -1.1378
C -0.3375 -0.1531 -0.9196
C -1.5909 0.2903 -1.0169
O -1.9547 1.5360 -1.3970
B -2.8450 2.2731 -0.6100
O -2.4457 3.5271 -0.1610
O -4.0755 1.8251 -0.3008
C -2.4959 -0.8761 -0.6804
O -3.6067 -0.9461 -0.2300
O -1.7151 -2.0065 -0.9064
C -0.4146 -1.5957 -0.5547
O 0.3904 -2.3203 -0.0203
H 1.0311 -0.5003 2.7388
H -0.3549 0.0540 1.8351
H 0.2029 0.9587 3.2640
H -0.3042 2.0774 0.9551
H 1.1131 3.1017 1.1304
H 2.1010 2.2576 -0.8490
H 0.4278 2.5562 -1.2574
H 1.7404 -0.1133 -0.6742
H 1.2145 0.4781 -2.1950
H -2.2548 4.0937 -0.9082
H -4.5896 2.5287 0.0898
C -3.5868 1.9818 5.4049
C -3.6711 3.4771 5.1088
C -2.2503 3.9331 5.4137
O -1.3970 2.8284 5.1086
C -2.1855 1.6517 4.9119
H -4.3575 1.3907 4.9129
H -3.6594 1.8084 6.4812
H -3.8982 3.6367 4.0520
H -4.4194 4.0020 5.7007
H -2.1326 4.1820 6.4744
H -1.9442 4.7957 4.8206
H -2.1869 1.4155 3.8417
H -1.7318 0.8196 5.4488
C -3.6564 -5.0462 0.9077
C -2.2512 -5.0606 0.3141
C -1.4018 -5.3560 1.5406
O -2.2096 -6.1620 2.4078
C -3.5628 -6.1524 1.9504
H -4.4449 -5.2212 0.1765
H -3.8473 -4.0845 1.3908
H -2.1608 -5.8733 -0.4121
H -1.9757 -4.1292 -0.1743
H -1.1359 -4.4346 2.0694
H -0.4836 -5.8939 1.3038
H -3.7888 -7.1309 1.5110
H -4.2272 -5.9945 2.8011
C 3.1039 -2.3854 -5.3554
C 1.6248 -2.1196 -5.6274
C 1.1242 -1.7106 -4.2493
O 2.2241 -1.0761 -3.5929
C 3.4336 -1.3064 -4.3354
H 3.7299 -2.3291 -6.2444
H 3.2318 -3.3747 -4.9106
H 1.5175 -1.2884 -6.3285
H 1.0895 -2.9771 -6.0325
H 0.8245 -2.5851 -3.6600
H 0.2805 -1.0177 -4.2922
H 3.7202 -0.3692 -4.8255
H 4.2238 -1.5944 -3.6573
C 8.7794 -1.6446 -4.0288
C 8.5017 -0.9035 -5.3334
C 7.0819 -1.3538 -5.6476
O 6.4424 -1.5834 -4.3891
C 7.4216 -1.5827 -3.3438
H 9.5729 -1.1999 -3.4308
H 9.0501 -2.6819 -4.2377
H 8.5263 0.1751 -5.1633
H 9.2043 -1.1379 -6.1313
H 7.0783 -2.2907 -6.2155
H 6.5136 -0.6086 -6.2064
H 7.3101 -0.6600 -2.7649
H 7.2392 -2.4298 -2.6823
C 1.8648 5.5413 -3.8856
C 3.2860 5.6267 -4.4353
C 4.1110 5.2370 -3.2161
O 3.3073 4.3287 -2.4596
C 1.9673 4.3421 -2.9528
H 1.1028 5.4149 -4.6534
H 1.6292 6.4433 -3.3161
H 3.4229 4.8936 -5.2334
H 3.5490 6.6081 -4.8266
H 4.3329 6.1087 -2.5912
H 5.0513 4.7504 -3.4764
H 1.7881 3.4030 -3.4897
H 1.2768 4.3985 -2.1140
C 1.2686 0.0976 8.3254
C 1.8257 1.4442 7.8744
C 2.0452 1.2057 6.3880
O 1.0471 0.2680 5.9749
C 0.4177 -0.2957 7.1270
H 0.6973 0.1457 9.2513
H 2.0810 -0.6195 8.4627
H 1.0780 2.2267 8.0223
H 2.7361 1.7403 8.3933
H 3.0312 0.7687 6.1962
H 1.9464 2.1138 5.7932
H -0.5920 0.1238 7.2091
H 0.3345 -1.3759 7.0017
C -7.9245 -2.1550 -1.7668
C -6.6268 -2.2061 -0.9646
C -6.8489 -1.0961 0.0519
O -8.2612 -1.0472 0.2930
C -8.9451 -1.8332 -0.6837
H -8.1507 -3.0787 -2.2977
H -7.8810 -1.3435 -2.4972
H -6.5382 -3.1698 -0.4574
H -5.7309 -2.0541 -1.5619
H -6.5284 -0.1268 -0.3427
H -6.3283 -1.2736 0.9923
H -9.3118 -2.7466 -0.2018
H -9.8027 -1.2729 -1.0585